Record 1
DFT (ωB97M-V/def2-TZVPD) results for a cluster of 2 separate species, C4H10N3O2 in total at a distorted geometry.

Properties
net charge: +1
electronic energy: -472.93517 a.u.
HOMO energy: -13.71 eV
relative energy (zero: lowest compared OMol25 entry of this formula, charge and spin): 0.000 eV

Geometry as XYZ:
```
19
Properties=species:S:1:pos:R:3:forces:R:3:lowdin_charge:R:1
C 2.5991 -0.5895 -0.0102 -0.6 -0.2 0.4 -0.355
C -1.6239 -1.0688 0.8675 0.0 -0.3 -0.2 -0.159
C -1.9282 -0.6579 -0.5971 -0.6 -0.7 0.4 -0.078
C -0.5355 0.8424 0.5516 -0.6 -0.2 -0.1 -0.433
N -0.9065 0.0394 1.4268 0.3 0.3 0.4 0.126
N 0.0031 2.0620 0.6589 0.2 0.6 -0.3 0.179
N -0.9164 0.3875 -0.8731 0.6 0.3 0.4 0.143
O 3.8052 -0.7340 -0.4598 1.0 -0.1 -0.3 0.155
O 1.7662 0.1816 -0.4302 0.1 0.0 -0.5 0.013
H 2.4033 -1.2757 0.8258 0.1 0.1 -0.1 0.162
H -2.5270 -1.2467 1.4488 -0.1 -0.1 -0.2 0.125
H -1.0022 -1.9661 0.9296 -0.1 0.0 -0.1 0.121
H -1.8586 -1.4887 -1.2952 0.1 0.2 -0.1 0.133
H -2.9203 -0.2107 -0.6547 0.1 0.1 -0.1 0.137
H 4.0278 -0.1437 -1.2028 -0.3 0.0 0.2 0.152
H 0.6499 2.3677 -0.0543 0.0 -0.1 0.1 0.112
H 0.2568 2.3276 1.5971 0.0 0.0 0.1 0.130
H -0.0398 0.0174 -1.2729 -0.2 0.1 0.0 0.151
H -1.2530 1.1563 -1.4558 0.0 -0.1 0.1 0.186
```
Forces are in eV/Å.

***

Record 2
DFT (ωB97M-V/def2-TZVPD) results for a cluster of 2 separate species, C5H9OP in total at a distorted geometry.

Properties
2S+1: 3
net charge: 0
electronic energy: -612.28506 a.u.
HOMO energy (alpha / beta): -7.48 / -9.38 eV
relative energy (zero: lowest compared OMol25 entry of this formula, charge and spin): 2.186 eV
⟨S²⟩: 2.01

Geometry as XYZ:
```
16
Properties=species:S:1:pos:R:3:forces:R:3:lowdin_spin:R:1
C 1.8378 -0.1745 0.6181 -0.7 0.7 2.1 0.010
C 0.0225 -0.6571 -1.4322 0.9 0.8 2.9 0.130
C 1.3772 1.3237 0.7893 -0.3 -1.8 -3.5 0.016
C 0.6169 -0.9038 0.0869 -2.5 0.7 -0.5 0.076
C -0.3746 0.2288 -0.2418 1.5 -2.0 -0.7 0.576
O 0.1759 1.4439 -0.0656 0.6 0.2 0.4 0.167
P -3.7607 0.0957 0.3273 1.3 0.3 1.9 0.845
H 2.7027 -0.2937 0.0133 0.9 0.0 -0.5 0.003
H 2.0538 -0.4947 1.6859 0.0 -0.1 -1.4 0.000
H 0.7577 -0.3308 -2.1727 -0.6 0.0 0.0 0.006
H -0.7256 -1.4008 -1.6083 0.0 -0.4 -0.7 0.007
H 1.1485 1.5626 1.7455 -1.1 0.4 3.1 0.001
H 2.0344 2.0890 0.4600 0.9 0.4 -0.6 0.003
H 0.2377 -1.8418 0.5723 0.6 1.1 -0.5 0.012
H -3.3973 -1.1281 -0.2330 -0.2 -0.3 -0.5 0.066
H -4.7068 0.4814 -0.5452 -1.2 0.1 -1.4 0.081
```
Forces are in eV/Å.

***

- Which value of net charge does entry 1 give?
  +1

***

- Which formula does entry 1 have?
  C4H10N3O2

***

- Among the records above, which one has the highest relative energy (zero: lowest compared OMol25 entry of this formula, charge and spin)?
  C5H9OP

***

- Which value of electronic energy does entry 1 give?
  -472.93517 a.u.